The following is a DFT calculation (ωB97M-V/def2-TZVPD) of a molecular structure, C52H119N3O23S6.

Each line ends with the Mulliken charge.
Element x y z (Å)
C 17.360 -5.819 -15.200  -0.40
C 18.098 -4.543 -14.767  0.21
C 18.271 -3.508 -15.888  0.27
C 19.260 -3.824 -16.991  0.62
N 19.270 -2.748 -18.046  1.06
C 20.358 -2.947 -19.162  -1.09
C 20.520 -1.596 -19.811  1.16
C 20.238 -0.561 -18.711  0.02
C 19.655 -1.355 -17.568  -0.78
C 17.989 -2.702 -18.837  1.06
H 16.351 -5.669 -15.589  -0.46
H 17.211 -6.589 -14.439  0.65
H 17.967 -6.311 -15.968  -0.35
H 19.122 -4.782 -14.458  0.56
H 17.585 -4.153 -13.887  -0.55
H 18.607 -2.562 -15.447  -0.30
H 17.284 -3.265 -16.292  0.05
H 19.063 -4.749 -17.529  -0.82
H 20.291 -3.914 -16.642  0.19
H 19.975 -3.743 -19.794  0.27
H 21.222 -3.391 -18.672  -0.08
H 19.795 -1.496 -20.615  -0.26
H 21.536 -1.372 -20.134  -1.63
H 19.506 0.135 -19.122  0.21
H 21.087 -0.017 -18.306  -0.61
H 18.716 -1.024 -17.121  0.59
H 20.300 -1.540 -16.707  -0.08
H 17.144 -2.597 -18.159  0.28
H 18.029 -3.601 -19.437  -0.92
H 17.907 -1.770 -19.393  -0.37
O 15.115 -6.131 -19.767  -0.38
C 14.745 -5.329 -18.682  0.55
O 13.937 -5.862 -17.880  -0.84
O 15.100 -4.129 -18.683  -0.43
H 14.501 -6.862 -19.550  0.27
C 16.975 3.158 -18.178  -0.94
S 16.658 1.554 -17.300  0.23
O 17.111 0.504 -18.283  -0.32
C 18.019 1.755 -16.121  -0.42
H 18.024 3.405 -18.022  0.17
H 16.358 3.922 -17.704  0.40
H 16.725 3.105 -19.234  0.30
H 18.035 0.893 -15.452  0.36
H 17.988 2.639 -15.486  0.74
H 18.916 1.713 -16.744  -0.59
C 15.703 -1.865 -21.115  0.97
S 14.684 -2.010 -22.569  0.46
O 13.852 -0.765 -22.719  -0.70
C 16.110 -1.925 -23.704  -0.66
H 15.138 -1.549 -20.240  0.44
H 16.562 -1.223 -21.323  -0.83
H 16.145 -2.822 -20.828  -0.31
H 17.028 -2.370 -23.308  -0.08
H 16.390 -0.909 -24.002  0.34
H 16.001 -2.407 -24.682  0.57
C 16.910 -5.482 -22.514  -0.76
S 18.734 -5.307 -22.458  0.95
O 19.030 -3.951 -21.907  -0.36
C 19.058 -5.398 -24.268  -1.29
H 16.471 -4.772 -23.214  0.37
H 16.551 -5.329 -21.496  -0.14
H 16.627 -6.489 -22.824  0.50
H 18.663 -6.345 -24.647  0.47
H 20.127 -5.432 -24.458  0.30
H 18.467 -4.627 -24.761  0.30
C 18.090 0.867 -22.365  -0.12
S 19.553 1.963 -22.432  0.60
O 19.042 3.293 -22.874  -0.74
C 19.855 1.983 -20.624  0.08
H 17.621 0.649 -23.320  0.18
H 17.358 1.513 -21.863  0.69
H 18.157 -0.019 -21.732  -0.96
H 20.344 1.040 -20.393  -0.24
H 18.876 2.077 -20.153  -0.39
H 20.455 2.870 -20.447  0.59
C 20.124 -8.109 -20.726  -1.07
S 19.854 -7.275 -19.100  0.48
O 20.785 -6.095 -19.048  -0.50
C 18.196 -6.678 -19.401  0.22
H 21.181 -8.314 -20.877  0.34
H 19.718 -7.554 -21.575  0.14
H 19.615 -9.075 -20.695  0.44
H 17.615 -7.385 -19.991  0.78
H 18.316 -5.793 -20.030  -0.92
H 17.639 -6.309 -18.541  -0.10
C 14.225 -7.878 -12.860  -0.78
S 15.462 -8.883 -13.771  0.63
O 15.194 -10.301 -13.336  -0.70
C 14.817 -8.684 -15.485  -0.50
H 14.584 -7.500 -11.905  0.36
H 13.310 -8.452 -12.725  0.37
H 14.001 -6.990 -13.457  0.02
H 15.438 -9.346 -16.086  0.23
H 14.950 -7.634 -15.732  -0.05
H 13.808 -9.087 -15.540  0.47
C 13.094 -2.016 -15.920  0.11
O 12.272 -1.117 -15.923  -0.66
N 13.390 -2.802 -14.863  0.22
C 12.774 -2.581 -13.563  -0.95
C 14.276 -3.929 -15.006  -0.85
H 13.728 -2.228 -16.798  0.38
H 12.177 -1.682 -13.466  0.34
H 13.562 -2.523 -12.806  0.25
H 12.189 -3.474 -13.330  0.34
H 14.244 -4.386 -15.998  0.28
H 15.341 -3.679 -14.878  0.32
H 14.090 -4.606 -14.170  0.06
C 22.060 1.883 -17.488  0.11
O 21.523 0.809 -17.704  0.13
N 21.692 2.742 -16.527  0.53
C 20.690 2.367 -15.534  -1.18
C 22.288 4.034 -16.319  -0.95
H 22.928 2.268 -18.047  0.26
H 19.890 3.109 -15.579  0.51
H 21.135 2.469 -14.541  0.45
H 20.314 1.358 -15.651  0.19
H 23.088 4.247 -17.029  0.32
H 21.520 4.806 -16.382  0.32
H 22.798 4.116 -15.354  0.34
O 23.502 -3.998 -20.662  -0.13
C 23.476 -5.111 -21.121  -0.06
O 24.384 -6.077 -20.943  -0.36
C 25.653 -5.667 -20.397  0.34
C 26.438 -6.936 -20.118  -1.42
C 22.357 -5.587 -22.005  0.22
H 25.599 -5.107 -19.467  -0.17
H 26.141 -5.076 -21.173  0.32
H 25.708 -7.596 -19.643  0.31
H 27.264 -6.719 -19.444  0.40
H 26.798 -7.399 -21.035  0.37
H 22.227 -4.963 -22.885  0.13
H 21.483 -5.498 -21.351  -0.41
H 22.446 -6.650 -22.212  0.39
O 22.743 -1.796 -17.661  0.16
C 23.303 -1.776 -16.583  0.87
O 24.339 -2.549 -16.324  -0.41
C 24.620 -3.673 -17.146  -0.09
C 23.772 -4.886 -16.780  -0.69
C 23.154 -0.668 -15.574  -1.45
H 25.665 -3.930 -16.973  0.38
H 24.487 -3.409 -18.195  -0.03
H 23.628 -5.023 -15.709  0.34
H 24.127 -5.805 -17.244  0.39
H 22.773 -4.753 -17.211  -0.06
H 22.457 0.155 -15.694  -0.16
H 24.138 -0.301 -15.292  0.46
H 22.722 -1.231 -14.733  0.23
O 17.127 -3.642 -11.746  -0.59
C 17.528 -2.509 -11.837  0.98
O 18.798 -2.148 -12.004  -0.33
C 19.797 -3.169 -12.010  -0.27
C 20.884 -2.743 -13.037  -0.69
C 16.589 -1.328 -11.785  -1.20
H 19.423 -4.115 -12.395  0.16
H 20.236 -3.276 -11.022  0.43
H 20.520 -2.919 -14.050  -0.07
H 21.682 -3.464 -12.856  0.41
H 21.158 -1.699 -12.909  0.46
H 16.544 -0.866 -12.770  0.23
H 17.143 -0.629 -11.149  0.43
H 15.641 -1.564 -11.322  0.30
O 23.015 0.708 -22.099  -0.68
C 23.577 -0.218 -21.562  0.67
O 24.319 -1.106 -22.193  -0.17
C 24.614 -0.981 -23.585  -0.07
C 25.521 -2.089 -24.089  -1.22
C 23.464 -0.458 -20.095  0.43
H 25.179 -0.048 -23.662  0.35
H 23.701 -0.903 -24.177  0.21
H 25.572 -1.969 -25.169  0.40
H 25.140 -3.052 -23.750  0.18
H 26.517 -1.909 -23.682  0.35
H 22.951 0.319 -19.531  -0.39
H 24.428 -0.567 -19.595  0.62
H 22.846 -1.330 -19.862  0.63
O 19.396 -12.007 -15.197  -0.56
C 19.081 -11.354 -14.245  0.76
O 18.556 -10.113 -14.340  -0.28
C 18.291 -9.539 -15.620  0.53
C 19.609 -9.216 -16.314  -0.75
C 19.208 -11.777 -12.811  -1.06
H 17.835 -8.561 -15.497  -0.52
H 17.640 -10.252 -16.127  0.36
H 20.140 -8.394 -15.837  0.40
H 19.233 -8.973 -17.313  -0.10
H 20.336 -9.984 -16.579  0.52
H 19.852 -11.096 -12.257  0.27
H 19.566 -12.801 -12.775  0.34
H 18.222 -11.732 -12.344  0.28
O 21.383 -0.909 -25.659  -0.66
C 20.552 -0.983 -24.793  0.09
O 19.285 -0.556 -24.942  -0.03
C 18.958 -0.021 -26.224  -0.42
C 19.186 1.471 -26.136  -1.13
C 20.856 -1.438 -23.404  1.13
H 17.886 -0.210 -26.330  0.32
H 19.386 -0.436 -27.137  0.41
H 18.791 1.901 -25.218  0.22
H 18.742 1.953 -27.012  0.45
H 20.248 1.702 -26.236  0.30
H 21.772 -2.030 -23.416  0.06
H 20.066 -2.168 -23.201  -0.25
H 20.964 -0.743 -22.577  -0.62

Forces on the atoms, in the same order (eV/Å):
0.4 -0.4 -0.4
0.2 -0.6 -0.3
-0.7 0.8 0.5
0.0 0.0 -0.8
1.2 0.8 -1.9
-0.4 -1.4 0.8
-0.2 0.1 0.5
-3.7 -3.5 -1.9
-1.5 -0.8 1.2
-0.1 0.5 1.2
0.2 0.5 -0.3
0.4 0.3 0.5
-0.2 -0.1 -0.2
-0.1 -0.4 0.3
0.1 0.4 -0.3
0.0 -0.1 0.2
0.0 -0.2 -0.2
-0.2 0.0 0.1
0.0 0.1 0.2
0.1 0.2 -0.3
0.3 0.5 0.1
0.2 -0.1 -0.3
-1.2 -0.9 -0.6
-0.2 -0.1 0.7
-1.7 -3.7 -3.4
0.1 0.7 -0.2
0.6 0.1 -0.2
-0.1 -0.7 -0.1
-0.7 0.1 -0.2
0.6 -0.2 -0.3
-0.3 -0.5 0.5
-1.7 1.9 0.8
0.9 -0.5 -0.2
1.0 -0.8 -0.3
0.5 0.0 -0.5
-0.1 -0.1 1.0
0.0 0.3 -1.3
-0.1 0.4 0.8
-0.2 -0.7 -0.5
0.0 0.0 -0.3
0.0 0.0 0.0
-0.1 -0.4 0.0
-0.2 -0.1 -0.1
-0.4 0.2 -0.4
-0.5 0.1 0.0
0.9 0.0 0.6
-0.5 0.2 -0.4
0.9 -0.7 0.0
1.0 0.1 -1.1
-0.2 0.2 -0.2
-0.4 0.4 0.2
-0.4 -0.3 -0.3
-0.2 0.0 0.5
-0.4 0.2 0.6
-0.8 -0.3 0.2
0.5 0.1 -0.2
-0.6 -0.7 -0.6
-0.1 0.1 -0.5
-0.8 -0.2 0.5
0.1 0.2 0.1
-0.1 0.1 0.0
0.2 -0.1 0.0
-0.1 -0.1 0.4
0.0 0.6 0.0
0.5 0.3 -0.1
-0.9 1.0 0.9
0.3 -0.7 -0.4
-0.1 -0.2 0.4
-0.7 0.3 -1.2
0.7 0.0 -0.2
0.0 0.0 0.1
0.6 0.0 -0.2
0.2 0.4 0.0
0.1 -0.1 0.3
0.2 -0.1 0.1
-0.6 -0.1 0.1
0.9 -0.4 -0.5
-0.4 0.0 -0.1
-0.2 0.8 -0.9
0.1 0.2 0.3
0.2 0.1 0.3
-0.1 0.0 0.2
-0.1 -0.2 0.3
0.1 0.0 0.0
0.2 -0.5 0.3
-0.1 0.5 -0.8
-0.7 -0.6 0.5
0.3 0.7 -0.4
0.3 -0.5 1.1
0.3 -0.4 0.0
0.1 -0.2 -0.1
0.0 -0.1 -0.1
0.2 0.2 -0.1
-0.3 0.0 -0.4
-0.2 0.4 0.1
0.1 0.4 -0.2
0.1 0.0 0.2
-0.3 0.7 0.0
0.5 -0.8 0.2
1.1 0.0 0.2
-0.2 -0.3 -0.1
-0.1 0.0 -0.6
0.1 0.0 0.0
-0.3 0.2 0.2
-0.6 -0.2 0.1
-0.1 0.4 0.2
-0.3 -0.4 -0.4
0.8 1.5 0.2
4.5 6.4 5.5
-0.3 -0.8 0.4
0.7 0.9 0.6
0.6 0.5 0.0
-0.2 -0.2 -0.3
0.2 -0.3 0.1
0.1 -0.1 0.0
0.4 0.1 -0.2
-0.3 -0.1 -0.4
0.1 0.1 0.0
-0.4 -0.2 0.2
0.6 -0.1 0.3
-0.7 0.2 -0.8
0.4 0.4 0.5
0.8 -0.4 -0.4
-0.7 0.2 -0.1
-0.5 -0.4 1.0
-0.6 0.3 -0.1
0.0 0.3 0.2
0.4 -0.3 0.2
0.1 -0.1 0.0
0.0 -0.1 0.1
0.1 0.0 0.0
-0.2 0.2 -0.3
0.2 0.1 -0.4
-0.5 -0.6 0.9
0.4 2.1 -2.7
0.4 -0.3 1.6
0.2 -1.0 -0.4
-1.1 0.4 -0.6
-0.4 -1.2 1.6
0.1 0.4 0.1
-0.1 0.0 0.0
0.4 0.0 0.1
0.3 0.1 0.1
0.0 0.0 0.1
0.1 -0.4 -0.9
0.0 -0.1 0.1
0.4 0.3 0.5
0.5 -0.2 0.1
-1.7 -0.4 0.0
0.2 0.1 0.1
1.0 0.3 -1.6
-0.9 -0.8 0.8
1.7 0.5 0.5
-0.4 0.0 0.6
-0.2 0.0 0.1
-0.1 0.2 0.0
0.5 0.4 -0.2
0.3 -0.1 0.1
-0.4 -0.1 0.0
-0.4 0.3 0.0
-0.1 -0.2 -0.3
0.0 0.1 -0.4
-0.7 1.0 0.1
0.6 -1.4 0.4
0.2 1.1 -0.4
-0.3 0.6 0.9
0.4 -0.3 1.1
-0.3 0.2 -0.4
-0.1 0.0 0.2
0.0 -0.4 -0.1
0.1 -0.2 -0.4
0.1 -0.3 0.0
0.0 0.4 -0.7
0.1 -0.3 -0.3
1.5 -0.1 -0.2
0.1 -0.5 -0.5
-0.3 0.8 0.1
-0.4 0.3 1.2
1.9 -1.0 0.3
-0.8 -0.4 -1.6
-0.4 -0.1 0.0
-0.5 -0.3 0.5
0.1 0.3 -0.5
-0.2 0.2 -0.1
0.5 0.8 0.1
-0.3 -0.5 0.8
0.1 0.0 -0.1
0.2 0.1 0.0
0.0 0.1 0.0
0.0 -0.3 -0.6
0.9 1.5 0.7
0.5 -1.3 -0.3
-1.5 1.2 -0.1
0.4 0.2 -1.0
-0.4 -1.9 0.0
0.0 0.0 0.2
0.7 -0.5 0.6
0.0 0.0 -0.1
-0.3 0.1 0.2
0.1 -0.1 0.4
0.1 0.2 -0.2
0.0 0.2 0.6
-0.4 0.5 -0.5

Values from the calculation:
- HOMO level: -0.2891 hartree
- Charge: 0
- Largest force on an atom: 9.6 eV/A
- LUMO energy: -0.35 eV